Density functional theory data (ωB97M-V/def2-TZVPD) for a cluster of 2 separate species, C15H29NO2P in total.

Each atom is followed by the atoms it is bonded to, with distances in Å.
Positions of all 48 atoms, in Å:
1 C 4.03 1.61 -0.75  C2 1.640, H14 1.175, H15 1.180, H16 1.194
2 C 3.62 2.00 0.79  C1 1.640, C3 1.640, H17 1.193, H18 1.186
3 C 2.34 3.01 0.93  C2 1.640, O4 1.494, H19 1.190, H20 1.191
4 O 1.11 2.54 0.21  C3 1.494, C5 1.471
5 C 0.00 2.70 1.17  O4 1.471, C6 1.640, H21 1.193, H22 1.192
6 C -1.50 2.66 0.51  C5 1.640, C7 1.640, C13 1.657
7 C -1.99 3.42 -0.86  C6 1.640, C8 1.672, H23 1.176
8 C -3.59 3.26 -1.30  C7 1.672, C9 1.655, H24 1.181
9 C -4.58 2.35 -0.34  C8 1.655, N10 1.517, H25 1.185
10 N -4.09 1.62 0.90  C9 1.517, P11 1.819, C13 1.513
11 P -5.15 0.57 1.95  N10 1.819, O12 1.612, H26 1.469, H27 1.447
12 O -5.14 -0.93 1.36  P11 1.612
13 C -2.64 1.76 1.31  C6 1.657, N10 1.513, H28 1.188
14 H 3.27 0.84 -1.21  C1 1.175
15 H 4.19 2.58 -1.40  C1 1.180
16 H 5.10 1.07 -0.71  C1 1.194
17 H 4.54 2.54 1.33  C2 1.193
18 H 3.38 1.05 1.47  C2 1.186
19 H 2.15 3.16 2.10  C3 1.190
20 H 2.56 4.09 0.48  C3 1.191
21 H 0.07 1.76 1.91  C5 1.193
22 H 0.06 3.70 1.81  C5 1.192
23 H -1.22 4.05 -1.49  C7 1.176
24 H -4.05 3.77 -2.27  C8 1.181
25 H -5.73 2.25 -0.61  C9 1.185
26 H -4.64 0.57 3.33  P11 1.469
27 H -6.47 1.16 1.96  P11 1.447
28 H -2.29 1.17 2.28  C13 1.188
29 C -0.85 -1.60 0.33  C30 1.521, H35 1.093, H36 1.095, H37 1.094
30 C -0.72 -2.96 -0.34  C29 1.521, C31 1.531, H38 1.095, H39 1.097
31 C 0.51 -3.75 0.13  C30 1.531, C32 1.533, H40 1.096, H41 1.097
32 C 1.87 -3.09 -0.18  C31 1.533, C33 1.531, H42 1.098, H43 1.097
33 C 2.13 -2.79 -1.66  C32 1.531, C34 1.521, H44 1.097, H45 1.095
34 C 2.16 -4.03 -2.53  C33 1.521, H46 1.095, H47 1.095, H48 1.093
35 H -0.01 -0.95 0.09  C29 1.093
36 H -1.77 -1.10 0.00  C29 1.095
37 H -0.91 -1.71 1.42  C29 1.094
38 H -0.70 -2.83 -1.42  C30 1.095
39 H -1.61 -3.55 -0.11  C30 1.097
40 H 0.48 -4.74 -0.32  C31 1.096
41 H 0.44 -3.90 1.21  C31 1.097
42 H 2.66 -3.75 0.20  C32 1.098
43 H 1.96 -2.16 0.39  C32 1.097
44 H 3.10 -2.28 -1.74  C33 1.097
45 H 1.38 -2.09 -2.04  C33 1.095
46 H 2.93 -4.73 -2.18  C34 1.095
47 H 2.39 -3.76 -3.56  C34 1.095
48 H 1.20 -4.55 -2.53  C34 1.093

Summary:
Total charge = +1
Gap between HOMO and LUMO = 7.20 eV
Energy above the lowest of the compared OMol25 structures with the same formula, charge and spin = 116.3 kcal/mol
HOMO level = -12.72 eV
E_LUMO = -5.523 eV

Which charges does Löwdin predict for the atoms? In e, they are: -0.136, -0.227, -0.212, -0.204, -0.202, -0.024, 0.094, 0.042, 0.011, -0.236, 0.806, -0.460, 0.038, 0.076, 0.088, 0.091, 0.127, 0.118, 0.129, 0.145, 0.150, 0.154, 0.131, 0.121, 0.141, 0.050, 0.037, 0.141, -0.128, -0.264, -0.223, -0.228, -0.280, -0.111, 0.060, 0.057, 0.074, 0.102, 0.110, 0.105, 0.110, 0.113, 0.094, 0.102, 0.096, 0.080, 0.073, 0.068